Below is a 3-piece molecular cluster, C23H21ClN2O2 overall in a non-equilibrium geometry, with properties calculated with ωB97M-V with the def2-TZVPD basis set.

Results
Kohn-Sham gap: 8.864 eV
SMILES string: O=C1C=CC(=O)c2cc(CCCCl)ccc21.c1ccncc1.c1ccncc1

Geometry as ORCA input:
```
! RIJCOSX wB97M-V def2-TZVPD def2/J DEFGRID3
* xyz 0 1
O 4.1901 -4.0316 3.2833
C 3.7675 -3.9168 2.1487
C 4.4199 -4.5706 0.9645
C 4.4617 -3.9481 -0.2038
C 3.8501 -2.5769 -0.2783
O 4.3167 -1.6700 -0.9424
C 2.6241 -2.4126 0.5858
C 1.5667 -1.6440 0.1809
C 0.4653 -1.5567 0.9913
C -0.7243 -0.7323 0.5280
C -1.9116 -1.6481 0.0938
C -1.4342 -3.0448 -0.3485
Cl -2.7610 -3.8581 -1.2664
C 0.4234 -2.2196 2.1887
C 1.4847 -2.9790 2.6062
C 2.5716 -3.0729 1.7903
H 4.8355 -5.5708 1.0270
H 4.9005 -4.4096 -1.0790
H 1.6261 -1.1394 -0.7760
H -0.4161 -0.1437 -0.3373
H -1.0344 -0.0784 1.3405
H -2.4492 -1.2196 -0.7496
H -2.5724 -1.8041 0.9477
H -0.5940 -2.9683 -1.0323
H -1.2113 -3.6583 0.5176
H -0.4751 -2.1093 2.7851
H 1.4419 -3.5097 3.5479
N -2.9629 1.6993 0.9555
C -2.1930 2.7790 1.0702
C -2.6779 4.0776 1.0427
C -4.0414 4.2646 0.8850
C -4.8594 3.1530 0.7627
C -4.2720 1.8980 0.8054
H -1.1319 2.5815 1.1887
H -2.0049 4.9187 1.1419
H -4.4606 5.2623 0.8574
H -5.9283 3.2557 0.6367
H -4.8727 0.9994 0.7156
N -0.5080 2.3021 -2.9872
C 0.6180 2.2973 -3.6997
C 1.7207 3.0852 -3.4045
C 1.6494 3.9295 -2.3091
C 0.4866 3.9508 -1.5564
C -0.5567 3.1203 -1.9359
H 0.6283 1.6237 -4.5497
H 2.6102 3.0374 -4.0174
H 2.4881 4.5615 -2.0455
H 0.3900 4.5963 -0.6934
H -1.4834 3.1001 -1.3765
*
```

---

Below is C23H21CsN6O11 as an isolated structure in a non-equilibrium geometry, with properties calculated with ωB97M-V with the def2-TZVPD basis set.

Results
Kohn-Sham gap: 7.125 eV

Geometry as ORCA input:
```
! RIJCOSX wB97M-V def2-TZVPD def2/J DEFGRID3
* xyz -2 1
Cs -0.1848 -0.1510 0.6612
O -1.2175 -5.1064 -1.3035
C -0.6451 -4.0714 -0.9686
N -0.4928 -2.9078 -1.6212
C -0.3796 -2.8132 -2.9446
O -0.0299 -3.6553 -3.7763
C -0.6827 -1.4122 -3.4953
C -1.0510 -1.2926 -4.8313
C -1.3712 -0.0437 -5.3304
C -1.2898 1.0584 -4.4910
C -0.8854 0.8467 -3.1831
N -0.5944 -0.3559 -2.6824
C -0.0182 -4.0374 0.4194
C 0.9085 -5.0094 0.7782
C 1.5403 -4.9104 2.0045
C 1.2105 -3.8657 2.8564
C 0.2473 -2.9688 2.4293
N -0.3541 -3.0350 1.2367
H -1.0684 -2.1896 -5.4339
H -1.6765 0.0715 -6.3647
H -1.5117 2.0608 -4.8330
H -0.7777 1.6909 -2.5112
H 1.1249 -5.8045 0.0776
H 2.2975 -5.6316 2.2901
H 1.7045 -3.7189 3.8061
H -0.0484 -2.1362 3.0670
O -0.3070 3.4049 1.8707
C -0.5361 2.3311 2.4654
O -1.3748 1.4484 2.1377
C 0.2984 2.0243 3.6995
C 0.0895 2.7328 4.8459
C 0.8153 2.4161 6.0060
C 1.7406 1.4052 6.0210
C 1.9607 0.6937 4.8561
C 1.3224 0.9971 3.6127
O 1.6106 0.4792 2.4951
N 2.9290 -0.4150 4.9678
O 2.8312 -1.3414 4.1904
O 3.7321 -0.3816 5.8900
N 0.5681 3.1577 7.2402
O -0.2706 4.0465 7.2151
O 1.2092 2.8684 8.2394
H -0.6384 3.5311 4.8714
H 2.2873 1.1614 6.9184
C 3.3543 1.8777 -0.1124
O 3.8827 1.1465 0.9778
H 4.1984 2.2166 -0.7133
H 2.7779 2.7502 0.2097
H 2.7215 1.2637 -0.7623
H 3.1381 0.8465 1.5317
C -1.9083 4.9105 -0.4574
N -1.0298 4.6915 -1.5895
C -1.4434 5.1718 -2.8826
C 0.1593 4.0488 -1.4460
O 0.9215 3.8160 -2.3693
H -2.0396 5.9823 -0.2765
H -1.4942 4.4232 0.4279
H -2.8921 4.4786 -0.6670
H -1.5965 6.2560 -2.8608
H -2.3867 4.7027 -3.1813
H -0.6755 4.9314 -3.6130
H 0.3549 3.7355 -0.4117
*
```

---

Below is C23H21F6N6O2PdSSb as an isolated structure in a non-equilibrium geometry, with properties calculated with ωB97M-V with the def2-TZVPD basis set.

Results
<S²>: 3.78
Kohn-Sham gap (spin up / spin down): 7.114 / 6.926 eV

Geometry as ORCA input:
```
! RIJCOSX wB97M-V def2-TZVPD def2/J DEFGRID3
* xyz 1 4
Pd -0.2461 0.4922 0.0080
C 4.0465 0.0475 1.0623
C 2.5571 0.1697 0.9769
N 1.8704 0.1557 -0.0988
N 2.4139 0.0109 -1.3363
C 1.6517 0.2191 -2.4516
N 2.3150 0.0731 -3.6041
S 0.0292 0.6381 -2.4457
C 1.7653 0.3440 2.2354
C 2.3824 0.4169 3.4678
C 1.5982 0.6098 4.6010
C 0.2312 0.7195 4.4639
C -0.3195 0.6279 3.1910
N 0.4299 0.4414 2.1128
H 4.5410 0.0298 0.0953
H 4.3199 -0.8620 1.5991
H 4.4523 0.8963 1.6125
H 3.3944 -0.2078 -1.4228
H 3.3030 -0.1090 -3.6549
H 1.8171 0.2318 -4.4637
H 3.4550 0.3336 3.5591
H 2.0633 0.6787 5.5751
H -0.4123 0.8823 5.3162
H -1.3829 0.7190 3.0217
O -0.7002 -1.6388 -0.3432
C -1.6615 -2.0712 0.3037
N -2.1278 -3.3312 0.1050
C -3.2804 -3.7454 0.8189
C -3.2337 -1.9383 1.9235
O -3.9989 -1.9209 2.7945
N -2.3132 -1.3344 1.2549
C -3.0662 -4.8470 1.7709
C -1.9713 -4.7931 2.6432
C -1.7279 -5.8221 3.5311
C -2.5646 -6.9337 3.5498
C -3.6399 -7.0092 2.6768
C -3.8957 -5.9713 1.7941
C -4.5706 -3.5133 0.1822
C -5.7585 -3.6730 0.9174
C -6.9817 -3.4523 0.3185
C -7.0445 -3.0535 -1.0140
C -5.8770 -2.8649 -1.7435
C -4.6476 -3.0796 -1.1511
H -1.5806 -3.9767 -0.4439
H -1.3205 -3.9257 2.6329
H -0.8904 -5.7621 4.2130
H -2.3724 -7.7425 4.2422
H -4.2793 -7.8815 2.6776
H -4.7233 -6.0439 1.1018
H -5.7057 -3.9383 1.9652
H -7.8910 -3.5735 0.8911
H -8.0050 -2.8771 -1.4795
H -5.9288 -2.5491 -2.7765
H -3.7410 -2.9343 -1.7222
F 0.1845 2.7279 0.0044
Sb -1.5735 3.5745 0.0796
F -1.3433 4.1079 -1.6816
F -0.7929 5.1153 0.7716
F -3.3241 4.1804 0.1938
F -1.6580 2.7754 1.7862
F -2.1513 1.8444 -0.5588
*
```

---

Below is a 2-piece molecular cluster, C23H21FO4S overall in a non-equilibrium geometry, with properties calculated with ωB97M-V with the def2-TZVPD basis set.

Results
Kohn-Sham gap: 3.140 eV

Geometry as ORCA input:
```
! RIJCOSX wB97M-V def2-TZVPD def2/J DEFGRID3
* xyz 0 1
C 5.0539 -1.0673 0.2157
C 4.3555 -2.3665 -0.0578
O 2.9393 -2.1088 0.0684
C 2.2263 -3.2511 -0.1086
C 0.7913 -2.9555 -0.1543
F 0.0733 -4.0530 0.0543
S 0.0681 -1.5314 0.6024
C -1.6301 -2.0076 0.3689
C -2.2974 -1.7337 -0.8321
C -3.6311 -2.1333 -0.9858
C -4.2575 -2.8732 0.0198
C -3.5552 -3.2251 1.1769
C -2.2360 -2.8004 1.3556
O 0.3682 -1.5012 2.0176
O 0.3424 -0.4060 -0.2687
O 2.6730 -4.3714 -0.2104
H 6.0897 -1.1864 -0.0939
H 4.5960 -0.2472 -0.3449
H 5.0276 -0.8467 1.2846
H 4.5707 -2.7101 -1.0812
H 4.6451 -3.1403 0.6650
H -1.7800 -1.1893 -1.6155
H -4.1427 -1.8335 -1.8968
H -5.2985 -3.1744 -0.0927
H -4.0031 -3.8119 1.9718
H -1.6708 -3.0434 2.2495
C -0.8103 1.5950 -0.5600
C -1.3348 2.0536 0.6894
C -2.6515 1.6272 1.0351
C -3.1984 1.9020 2.2850
C -2.4758 2.6465 3.2306
C -1.2335 3.1737 2.8661
C -0.6967 2.9301 1.6062
C 0.1999 2.2041 -1.3683
C 0.1235 1.9805 -2.7731
C 1.1524 2.3731 -3.6232
C 2.2605 3.0757 -3.1218
C 2.2783 3.4292 -1.7674
C 1.2656 3.0160 -0.9075
H -1.4446 0.8847 -1.0769
H -3.1994 1.0248 0.3094
H -4.1894 1.5128 2.5290
H -2.8893 2.8489 4.2169
H -0.6584 3.7767 3.5769
H 0.2655 3.3694 1.3608
H -0.7320 1.4179 -3.1514
H 1.1054 2.1033 -4.6817
H 3.0767 3.3724 -3.7758
H 3.1101 4.0107 -1.3577
H 1.3581 3.2403 0.1515
*
```

---

Below is C23H21FeN6O2S2 as an isolated structure, with properties calculated with ωB97M-V with the def2-TZVPD basis set.

Results
<S²>: 0.77
Kohn-Sham gap (spin up / spin down): 6.792 / 6.901 eV

Geometry as ORCA input:
```
! RIJCOSX wB97M-V def2-TZVPD def2/J DEFGRID3
* xyz 2 2
Fe -0.4936 -0.1920 -0.1429
C -4.5529 -0.6402 -1.3731
C -3.1394 -0.2650 -1.1045
N -2.2524 -1.0076 -0.5505
N -2.4910 -2.2851 -0.1280
C -1.4567 -2.9812 0.4078
N -1.7039 -4.2244 0.7898
S 0.0813 -2.2893 0.5608
C -2.5980 1.0641 -1.4916
C -3.3335 2.0354 -2.1309
C -2.7090 3.2375 -2.4594
C -1.3793 3.4144 -2.1390
C -0.6995 2.3899 -1.4950
N -1.2943 1.2442 -1.1832
H -4.8951 -1.4817 -0.7755
H -4.6766 -0.8892 -2.4299
H -5.2119 0.1968 -1.1474
H -3.4178 -2.6768 -0.2132
H -2.5861 -4.6857 0.6289
H -0.9565 -4.7773 1.1803
H -4.3745 1.8788 -2.3741
H -3.2673 4.0191 -2.9565
H -0.8580 4.3322 -2.3701
H 0.3395 2.4948 -1.2111
O -1.0377 1.0654 1.5945
S 0.3858 1.3603 1.8880
O 0.8491 2.7000 2.0159
N 0.9571 0.6551 0.5572
C 2.1482 0.7275 -0.1736
C 3.3458 1.3148 0.1070
C 4.3944 1.2070 -0.8440
C 4.2335 0.5440 -2.0294
C 2.9866 -0.0511 -2.3453
C 2.6846 -0.7271 -3.5497
C 1.4248 -1.2305 -3.7451
C 0.4539 -1.0768 -2.7455
N 0.7010 -0.4596 -1.6095
C 1.9584 0.0522 -1.3999
C 0.8660 0.4431 3.2965
C 2.0270 0.8269 3.9590
C 2.4282 0.1079 5.0724
C 1.6649 -0.9633 5.5188
C 0.4923 -1.3185 4.8641
C 0.0837 -0.6141 3.7441
H 3.4895 1.8600 1.0303
H 5.3469 1.6666 -0.6182
H 5.0473 0.4758 -2.7390
H 3.4475 -0.8383 -4.3098
H 1.1588 -1.7472 -4.6557
H -0.5452 -1.4735 -2.8844
H 2.5893 1.6883 3.6241
H 3.3256 0.3944 5.6030
H 1.9760 -1.5133 6.3969
H -0.1119 -2.1328 5.2405
H -0.8447 -0.8550 3.2453
*
```

---

Below is C23H21N3O4S2 in the gas phase in a non-equilibrium geometry, with properties calculated with ωB97M-V with the def2-TZVPD basis set.

Results
Kohn-Sham gap: 8.401 eV
SMILES string: COc1ccccc1N(C)S(=O)(=O)c1ccc(C(=O)Nc2ccc3nc(C)sc3c2)cc1

Geometry as ORCA input:
```
! RIJCOSX wB97M-V def2-TZVPD def2/J DEFGRID3
* xyz 0 1
C -7.6987 -0.4972 0.7857
H -8.2752 0.4249 0.8352
H -7.4007 -0.7916 1.7952
O -6.5746 -0.1977 -0.0083
C -5.5897 -1.1236 -0.1129
C -5.7010 -2.4533 0.2777
C -4.6372 -3.3244 0.1099
C -3.4504 -2.8900 -0.4492
C -3.3244 -1.5646 -0.8322
C -4.3779 -0.6822 -0.6710
N -4.1765 0.6865 -0.9756
S -3.8218 1.5738 0.4014
O -3.9749 2.9655 0.0927
O -4.4589 1.0490 1.5745
C -2.0754 1.1804 0.5016
C -1.6492 0.1567 1.3259
C -0.3161 -0.2107 1.3113
C 0.5872 0.4584 0.4887
C 0.1406 1.4890 -0.3365
C -1.1970 1.8437 -0.3330
H -1.5763 2.6305 -0.9654
H 0.8207 1.9890 -1.0116
C 2.0065 -0.0204 0.4828
O 2.2813 -1.1923 0.6278
N 2.9174 0.9801 0.3096
C 4.3093 0.8907 0.2153
C 4.9769 -0.3268 0.2084
C 6.3544 -0.3080 0.0927
C 7.0833 0.8976 -0.0165
C 6.3950 2.1068 -0.0051
C 5.0244 2.0935 0.1095
H 4.4815 3.0283 0.1185
H 6.9438 3.0308 -0.0868
N 8.4336 0.7362 -0.1272
C 8.7844 -0.4888 -0.1107
C 10.1764 -0.9770 -0.2146
H 10.2837 -1.6262 -1.0826
H 10.8498 -0.1297 -0.3091
H 10.4398 -1.5546 0.6704
S 7.4501 -1.6537 0.0503
H 4.4352 -1.2528 0.2925
H 2.5567 1.9238 0.2842
H 0.0462 -1.0201 1.9266
H -2.3698 -0.3358 1.9588
C -4.9705 1.3014 -2.0160
H -6.0356 1.0869 -1.9072
H -4.8116 2.3742 -1.9368
H -4.6210 0.9447 -2.9868
H -2.4019 -1.1978 -1.2561
H -2.6230 -3.5701 -0.5771
H -4.7436 -4.3518 0.4242
H -6.6137 -2.8165 0.7233
H -8.3115 -1.2847 0.3335
*
```